Density functional theory data (ωB97M-V/def2-TZVPD) for a structure of composition C3H4AlO5.

Computed properties:
total charge	+2
HOMO energy (spin up / spin down)	-19.28 / -20.56	eV
strongest force on any atom	9.11	eV/Å
calculated total energy	-734.59882	a.u.
2S+1	2

```
13
Properties=species:S:1:pos:R:3:forces:R:3
C -2.3633 0.6935 -0.0587 -0.62 -0.87 -0.26
C -1.9326 -0.6378 0.1415 -0.96 -0.91 -0.91
O -0.7889 -1.1240 0.5572 0.64 0.18 0.09
C 0.4463 -1.1916 -0.1283 -2.57 -8.61 -1.50
O 0.8197 -2.2478 -0.6173 -1.08 3.95 1.61
O 1.0436 -0.1084 -0.0374 -2.95 2.80 0.04
O -1.6916 1.7629 0.0978 2.86 0.02 -0.75
H -3.3908 0.8088 -0.4119 0.02 0.15 0.45
H -2.6536 -1.4229 -0.0898 -0.23 0.24 0.27
H -0.6888 1.5574 -0.0039 -2.20 0.76 0.85
O 4.0378 0.8112 -0.0593 -0.59 0.08 -0.09
H 4.6980 0.6603 0.6156 0.73 0.09 0.27
Al 2.4643 0.4385 -0.0056 6.94 2.12 -0.07
```
Forces are in eV/Å.

***

Density functional theory data (ωB97M-V/def2-TZVPD) for a structure of composition C3H4AuO3.

Computed properties:
total charge	+3
HOMO energy (spin up / spin down)	-25.80 / -27.99	eV
strongest force on any atom	10.54	eV/Å
calculated total energy	-476.32181	a.u.
2S+1	3

```
11
Properties=species:S:1:pos:R:3:forces:R:3
C 0.6169 1.0811 0.4340 3.53 1.60 -0.17
C 1.5767 0.2112 0.9474 -0.57 0.09 -1.21
O 0.4115 1.2391 -0.9490 3.73 3.17 4.62
H 0.2435 1.9297 1.0105 -0.12 0.29 0.27
H 1.9736 -0.8041 0.9528 -0.69 -0.87 -0.39
H 2.5757 0.6571 0.9025 0.87 1.73 0.94
H 0.4196 2.1720 -1.2055 -0.33 1.47 -0.34
O -0.2741 -1.2431 1.7458 -4.28 2.97 -3.01
C -0.9065 -0.8451 0.8100 3.60 -6.39 5.56
O -1.2266 -0.9975 -0.3281 -3.38 -1.63 3.72
Au -0.5902 -0.0486 -1.7569 -2.37 -2.42 -9.98
```
Forces are in eV/Å.

***

Density functional theory data (ωB97M-V/def2-TZVPD) for a cluster of 2 separate species, C3H4BF3O3 in total.

Computed properties:
SMILES string	O=C1OC[C@@H](F)O1.FBF
HOMO energy	-11.70	eV
strongest force on any atom	0.31	eV/Å
calculated total energy	-667.00541	a.u.

```
14
Properties=species:S:1:pos:R:3:forces:R:3
O 1.1062 2.9127 0.4884 0.05 -0.02 -0.03
C 0.3545 2.1126 0.0530 0.08 0.10 -0.07
O -0.7543 2.3996 -0.6732 -0.01 -0.17 0.03
C -1.3146 1.1681 -1.1370 -0.24 0.12 -0.11
C -0.7658 0.1754 -0.1387 0.16 -0.06 -0.18
F -0.5518 -1.0426 -0.7007 0.08 0.14 0.04
O 0.4723 0.7604 0.2194 -0.27 0.03 0.15
H -0.9543 0.9589 -2.1451 0.07 -0.12 0.04
H -2.4003 1.2166 -1.1435 0.03 0.17 0.09
H -1.3792 0.0490 0.7551 0.02 -0.15 -0.01
F 2.6526 -3.3501 1.0670 -0.07 0.00 -0.06
B 1.5455 -2.6303 1.0969 0.07 -0.15 0.16
F 0.3935 -3.2777 1.1021 0.04 0.04 -0.02
H 1.5956 -1.4526 1.1564 -0.02 0.07 -0.02
```
Forces are in eV/Å.

***

Density functional theory data (ωB97M-V/def2-TZVPD) for the molecule C3H4BN.

Computed properties:
SMILES string	BC(=C)C#N
HOMO energy (spin up / spin down)	-10.21 / -10.21	eV
strongest force on any atom	8.78	eV/Å
calculated total energy	-196.20451	a.u.

```
9
Properties=species:S:1:pos:R:3:forces:R:3
B -0.6706 1.2423 -0.0074 0.63 0.70 0.28
C 0.2911 0.0940 -0.0927 -5.52 -6.79 0.76
C -0.4739 -1.2548 0.0071 3.41 2.61 -0.81
C 1.6627 0.1233 0.0313 1.46 -0.30 -0.68
N 2.8060 0.1498 -0.0662 0.49 0.08 0.34
H -1.7432 1.1695 -0.4223 -0.87 -0.17 -0.15
H -0.2427 2.2040 0.4893 -0.02 0.79 0.18
H -0.0822 -2.3250 -0.0014 0.61 1.81 0.37
H -1.5472 -1.4031 0.0624 -0.19 1.27 -0.29
```
Forces are in eV/Å.

***

Density functional theory data (ωB97M-V/def2-TZVPD) for a structure of composition C3H4Br2N2O2.

Computed properties:
HOMO energy	-9.83	eV
strongest force on any atom	4.15	eV/Å
calculated total energy	-5524.54843	a.u.

```
13
Properties=species:S:1:pos:R:3:forces:R:3
C -0.2797 0.2720 0.7718 2.13 -2.42 -2.61
C 0.0737 1.0451 -0.5355 1.84 -0.17 2.60
C 0.6109 -1.0773 -0.4113 -0.77 2.89 2.63
N 0.5744 0.0162 -1.3276 0.98 -1.87 -0.40
N -1.6676 -0.1530 0.9789 1.90 -1.07 -0.15
O -2.0264 -0.4995 2.0816 -0.19 0.52 0.20
O -2.2310 -0.3672 -0.0654 -1.53 0.27 -0.70
Br 1.4403 2.4507 0.0377 0.14 -0.24 -0.16
Br 2.3125 -1.7782 0.1055 0.12 0.33 0.02
H 0.3844 0.2648 1.6245 -0.47 0.71 0.25
H -0.5994 1.7092 -0.9270 -2.00 1.05 -1.13
H -0.0111 -1.9184 -0.4179 -1.28 -0.83 -0.74
H 1.4191 0.0356 -1.9153 -0.87 0.84 0.18
```
Forces are in eV/Å.

***

Density functional theory data (ωB97M-V/def2-TZVPD) for a structure of composition C3H4Br6N.

Computed properties:
total charge	+1
HOMO energy (spin up / spin down)	-11.18 / -12.46	eV
strongest force on any atom	1.30	eV/Å
calculated total energy	-15615.14988	a.u.

```
14
Properties=species:S:1:pos:R:3:forces:R:3
C -3.0969 0.0691 -1.0794 0.66 -0.03 0.51
C 1.1413 -0.2160 -0.2229 0.26 -0.46 -1.19
C -0.2060 0.0960 0.2936 -0.51 0.30 1.01
N 2.3162 0.0187 0.7521 0.17 0.05 0.11
Br -3.4290 -1.5155 -0.2431 -0.33 0.15 -0.36
Br 1.5697 0.9128 -1.7897 -0.04 -0.45 0.57
Br 1.2976 -2.1226 -0.7343 0.06 0.80 0.13
Br -3.4282 1.6667 -0.2712 -0.36 -0.23 -0.29
Br -0.7923 -1.1345 1.6609 0.43 0.68 -0.29
Br -0.3673 1.9479 0.8217 0.36 -0.69 0.00
H -2.7714 0.0658 -2.1095 -0.03 -0.03 0.04
H 2.1589 -0.5031 1.6307 -0.08 0.15 -0.30
H 2.4093 1.0282 0.9644 -0.19 -0.38 -0.09
H 3.1982 -0.3135 0.3265 -0.40 0.14 0.13
```
Forces are in eV/Å.